# 1
{
  "formula": "C13H13Cl2N3O3",
  "method": "wB97M-V/def2-TZVPD",
  "species": ["O", "Cl", "Cl", "N", "O", "O", "C", "C", "C", "C", "C", "C", "C", "C", "C", "C", "N", "N", "C", "C", "C", "H", "H", "H", "H", "H", "H", "H", "H", "H", "H", "H", "H", "H"],
  "positions_angstrom": [[-1.878627, 0.265206, 3.010981], [0.403628, -6.128089, 4.220615], [-2.143403, -4.203579, 5.398080], [-0.796018, 0.097721, -0.975520], [0.005086, -0.479832, -3.044999], [-0.354029, 2.298877, -0.823598], [-1.653760, 0.043394, 1.827438], [-0.924220, 1.194297, -0.195816], [-0.115869, 0.484174, -2.066493], [0.207902, 1.800910, -1.984827], [0.976279, -4.075088, 2.521394], [0.480044, -2.952762, 1.760470], [-1.248288, -2.586860, 3.408092], [0.122299, -4.587283, 3.560138], [-1.005439, -3.794862, 4.003467], [-0.725073, -2.219544, 2.186315], [-1.537644, 1.191492, 1.045825], [-1.130504, -1.136192, 1.387204], [0.343748, 4.160706, -3.013203], [2.436198, 2.812995, -3.084052], [0.819270, 2.736491, -3.089456], [-0.587753, -1.165741, -2.808331], [1.875823, -4.674798, 2.410980], [1.094522, -2.529859, 1.012255], [-2.073257, -2.030306, 3.760095], [-1.528284, 2.030928, 1.543536], [-1.068308, -1.200662, 0.359612], [0.880162, 4.744874, -3.774211], [-0.652829, 4.261183, -3.113264], [0.629204, 4.726813, -2.079596], [2.835846, 1.824385, -3.321597], [2.802300, 3.209493, -2.169122], [2.925036, 3.521036, -3.764592], [0.585958, 2.360481, -4.107818]],
  "forces_ev_per_a": [[-0.826, -0.466, -0.448], [0.255, -0.419, 0.352], [1.691, 0.098, -1.671], [-1.155, 1.793, 2.998], [1.551, 2.428, -0.166], [-0.699, -1.393, 1.929], [1.987, 0.281, 3.157], [0.815, -1.456, -3.002], [-0.093, -0.263, -0.761], [0.754, 0.258, -2.957], [-3.051, 0.717, 0.583], [-0.853, -0.620, 2.615], [-1.463, 0.196, -0.992], [-1.292, 2.058, -0.233], [1.437, -1.474, 0.693], [3.296, -1.665, -0.406], [0.592, -0.768, -3.363], [-0.912, 0.271, -1.307], [3.405, 1.274, 1.130], [-1.174, -0.733, -0.457], [1.836, -0.119, 0.564], [-0.907, -1.093, 0.443], [-0.020, 0.528, -0.724], [0.386, 0.250, -0.936], [-0.663, 0.609, 0.474], [-0.233, 1.235, 1.050], [0.392, -0.165, 0.654], [-0.448, -0.231, -0.135], [-3.497, 0.377, -0.521], [-0.214, -1.001, -0.511], [0.149, 0.100, 0.385], [0.151, -0.272, 1.357], [-0.900, -0.122, -0.620], [-0.296, -0.213, 0.826]],
  "nbo_charge": [-0.6230, 0.0496, -0.0222, -0.6042, -0.6630, -0.4059, 0.7888, 0.6700, 0.3958, 0.1477, -0.2124, -0.2185, -0.2524, -0.1059, 0.0225, 0.1700, -0.6220, -0.6418, -0.5997, -0.6064, -0.2363, 0.4888, 0.2410, 0.2196, 0.2564, 0.4343, 0.4512, 0.2130, 0.2064, 0.2055, 0.2122, 0.2049, 0.2102, 0.2257],
  "smiles": "CC(C)c1oc(NC(=O)Nc2ccc(Cl)c(Cl)c2)nc1O",
  "homo_ha": -0.3115,
  "relative_energy_kcal_mol": 68.0,
  "total_energy_ev": -49348.334
}



# 2
{
  "formula": "C13H13Cl5F5MnN3O2PS3Te",
  "method": "wB97M-V/def2-TZVPD",
  "species": ["Mn", "S", "C", "S", "S", "Cl", "C", "C", "Cl", "C", "Cl", "C", "O", "C", "Cl", "C", "Cl", "C", "N", "C", "N", "C", "N", "C", "P", "C", "C", "H", "H", "H", "H", "H", "H", "H", "H", "H", "H", "H", "H", "H", "F", "Te", "F", "F", "F", "F", "O"],
  "positions_angstrom": [[1.217226, -0.043908, -1.668985], [4.222308, 1.776262, 1.212695], [3.133727, 1.129617, 0.150595], [1.749947, 1.938859, -0.489361], [3.227369, -0.457846, -0.536876], [0.163562, 1.874530, -8.658902], [0.093231, 1.571276, -6.961103], [1.257672, 1.328259, -6.236825], [2.784398, 1.343704, -7.040221], [1.196977, 1.073422, -4.876248], [2.645180, 0.796315, -3.973021], [-0.024144, 1.037522, -4.163760], [-0.112892, 0.796550, -2.904006], [-1.183555, 1.306108, -4.926760], [-2.685751, 1.310672, -4.085067], [-1.127491, 1.561732, -6.287766], [-2.581222, 1.867275, -7.165129], [0.441812, 0.472537, 4.304799], [1.212503, -0.802370, 3.977666], [0.286210, -1.985786, 4.206385], [-0.901859, -1.868272, 3.443937], [-1.591576, -0.620331, 3.771088], [-0.756627, 0.558903, 3.554562], [-0.541975, 0.835874, 2.120714], [0.175470, -0.604610, 1.222411], [1.654113, -0.777186, 2.532495], [-0.709770, -2.034784, 1.985677], [1.108649, 1.305863, 4.085708], [0.224224, 0.427224, 5.375155], [2.014529, -0.874481, 4.607774], [0.058277, -1.995480, 5.275434], [0.844106, -2.880406, 3.931199], [-1.879380, -0.651282, 4.826298], [-2.481590, -0.539397, 3.152098], [0.138212, 1.682501, 2.016083], [-1.490520, 1.107034, 1.661626], [2.339635, 0.061449, 2.412187], [2.193362, -1.703903, 2.335257], [-0.137498, -2.948634, 1.807534], [-1.678980, -2.162590, 1.513612], [-2.960211, -0.522146, 0.815101], [-2.538008, -0.383262, -1.043070], [-4.452449, -0.310654, -1.230191], [1.188022, -1.681858, -2.440309], [-2.570985, 1.490696, -0.525503], [-2.659655, -2.335371, -0.822646], [-0.504581, -0.469628, -0.262337]],
  "forces_ev_per_a": [[-0.244, 0.083, -0.111], [-0.133, -0.089, 0.123], [0.202, 0.127, -0.257], [-0.053, -0.005, 0.045], [-0.038, -0.054, 0.107], [-0.008, 0.012, -0.023], [0.036, -0.026, 0.069], [-0.075, 0.008, -0.029], [0.014, 0.003, -0.001], [0.001, -0.007, 0.072], [0.020, 0.020, -0.058], [0.059, 0.007, -0.164], [0.181, -0.081, 0.359], [0.000, 0.009, -0.030], [-0.095, 0.056, -0.102], [0.024, -0.002, -0.004], [-0.024, 0.007, 0.005], [-0.027, 0.014, 0.005], [0.013, -0.010, 0.043], [0.000, -0.027, -0.020], [-0.011, 0.018, -0.011], [0.013, 0.022, 0.001], [0.006, -0.020, 0.019], [-0.028, -0.050, -0.001], [-0.048, -0.027, -0.081], [0.040, 0.072, -0.039], [-0.003, -0.004, -0.013], [-0.004, -0.003, -0.006], [0.011, -0.003, 0.000], [0.004, 0.011, 0.003], [-0.006, -0.002, -0.005], [0.004, 0.001, 0.006], [-0.003, -0.012, -0.006], [-0.008, 0.007, -0.013], [0.008, 0.015, -0.026], [-0.004, 0.004, -0.016], [0.024, 0.021, -0.009], [-0.018, -0.010, -0.018], [0.033, 0.019, 0.004], [-0.038, 0.005, -0.015], [0.043, 0.034, 0.011], [-0.025, -0.203, 0.000], [-0.004, 0.000, -0.010], [0.013, -0.033, -0.009], [0.027, 0.142, 0.004], [0.013, 0.051, 0.024], [0.108, -0.101, 0.177]],
  "mulliken_spin": [4.1714, 0.0299, 0.0199, -0.1722, -0.1587, 0.0005, 0.0065, -0.0039, 0.0003, -0.0022, 0.0240, -0.0009, 0.0234, 0.0049, 0.0017, -0.0025, -0.0002, 0.0103, 0.0337, -0.0070, 0.0122, -0.0099, 0.0086, 0.0129, 0.4114, 0.2701, 0.0474, -0.0044, 0.0029, 0.0058, 0.0023, -0.0071, 0.0010, -0.0017, 0.0028, -0.0058, -0.0247, -0.0380, -0.0003, 0.0025, 0.0014, 0.0551, 0.0079, 0.0627, 0.0004, 0.0004, 0.2053],
  "multiplicity": 6,
  "total_charge": -1,
  "homo_ha": [-0.1613, -0.2015],
  "relative_energy_kcal_mol": 0.7,
  "total_energy_ev": -178870.538
}



# 3
{
  "formula": "C13H13FNO2P",
  "method": "wB97M-V/def2-TZVPD",
  "species": ["C", "P", "O", "N", "C", "C", "C", "C", "C", "C", "H", "H", "H", "H", "H", "H", "O", "C", "C", "C", "C", "C", "C", "H", "H", "F", "H", "H", "H", "H", "H"],
  "positions_angstrom": [[-2.361404, 2.165794, 1.248614], [-1.481776, 0.787660, 0.388294], [-2.150701, -0.476744, -0.078450], [-0.766723, 1.754290, -0.886932], [-0.067855, 1.296951, -1.884511], [0.703595, 2.295026, -2.799117], [1.630648, 1.939079, -3.715480], [1.882658, 0.301026, -3.899376], [1.345228, -0.541881, -2.998021], [0.457444, -0.046395, -1.897364], [0.229541, -0.790668, -1.331962], [1.651332, -1.605383, -3.097107], [2.419914, 0.032344, -4.540816], [2.136020, 2.369877, -4.466996], [0.385427, 3.173028, -2.833920], [-0.716602, 2.921722, -0.845380], [-0.297885, 0.640051, 1.358059], [-0.033214, -0.585746, 1.874649], [-1.058942, -1.470452, 2.528863], [-0.771229, -2.467846, 3.151789], [0.316903, -3.121381, 3.009080], [1.610067, -2.378005, 2.380886], [1.335237, -1.301612, 1.789213], [2.161213, -0.663284, 1.289900], [2.372518, -3.198485, 2.237260], [0.588470, -4.346963, 3.759287], [-1.828634, -2.939718, 3.717144], [-1.964634, -0.977309, 2.481571], [-1.706501, 3.035886, 1.583391], [-2.944477, 1.701144, 2.044564], [-3.075639, 2.497994, 0.432863]],
  "forces_ev_per_a": [[-0.554, -0.085, -1.718], [-2.425, 1.976, -3.335], [0.977, 2.434, 0.997], [-2.941, 4.986, 3.141], [6.959, -3.055, -3.888], [1.014, -8.628, 0.550], [-1.633, -8.218, 1.892], [-8.393, 8.358, 10.552], [-0.797, 1.125, 1.025], [1.783, 5.003, -5.976], [-2.174, -4.021, 4.140], [-0.660, 0.670, 0.484], [8.148, -3.837, -9.765], [1.376, 2.679, -2.064], [-2.718, 7.865, 0.337], [-0.626, -4.425, 0.353], [2.462, -1.358, 1.566], [1.308, -6.639, 2.497], [1.563, 15.274, -8.515], [-5.686, -10.761, 7.844], [8.980, -2.357, 0.830], [-3.207, -10.394, 3.768], [-1.820, 10.029, -3.673], [-1.370, -1.219, 0.576], [-0.137, 1.906, 0.256], [-0.696, 2.707, -1.879], [3.573, 0.743, -1.279], [-2.177, 0.349, 0.332], [-0.750, -1.466, -0.408], [0.064, 0.367, 0.180], [0.558, -0.011, 1.178]],
  "nbo_charge": [-1.0195, 2.2824, -1.0293, -0.9424, 0.2113, -0.2438, -0.1648, -0.1821, -0.1906, -0.3072, 0.1984, 0.2104, 0.1431, 0.2041, 0.1718, 0.4228, -0.7883, 0.3067, -0.2208, -0.3075, 0.4206, -0.2517, -0.2560, 0.2323, 0.2558, -0.3612, 0.2294, 0.2130, 0.2625, 0.2520, 0.2487],
  "smiles": "C[P@@](=O)(Nc1ccccc1)Oc1ccc(F)cc1",
  "homo_ha": -0.2820,
  "total_energy_ev": -31275.463
}